w:
Molecular formula: H27O14
Method: DFT, ωB97M-V with the def2-TZVPD basis set

Properties
orbital gap	0.3424	Eh
total charge	-1
HOMO level	-0.2508	hartree

Each line ends with the Mulliken charge.
Atoms and positions in Å:
O 0.93546 -1.57575 -3.82454  -0.65
H 0.72309 -0.74128 -3.39331  0.38
O -0.48453 -2.82440 -0.99455  -0.69
H 0.07073 -0.34207 -1.55268  0.31
H -0.70617 2.42012 -2.88873  0.32
O -2.61556 1.88208 1.90499  -0.71
H 0.48004 2.29504 -2.13965  0.39
H 3.20822 -0.84102 -2.31293  0.29
O 2.46331 -1.30333 -1.90029  -0.61
H 0.96661 1.66590 -0.09182  0.44
H -2.64360 -0.24289 1.87866  0.38
O 1.58101 2.37384 -0.62350  -1.01
H -1.70020 -1.31876 1.49528  0.25
H -0.34827 -1.92422 3.53964  0.33
O -0.31953 -1.13233 4.09113  -0.65
H -1.01186 0.57570 -1.54642  0.13
H -3.28983 -2.29599 -1.47890  0.35
O -2.59750 -1.26031 1.89938  -0.65
H 0.53781 -2.89338 0.88008  0.29
H -1.01442 -0.50878 3.72407  0.36
O 0.10996 2.92783 -2.80324  -0.64
H -1.82826 1.89215 1.20044  0.41
H 1.11818 1.18333 4.05236  0.33
O 1.16988 -3.06434 1.57434  -0.65
H 1.64386 -2.24284 1.71805  0.32
H -2.42675 2.64489 2.46545  0.28
O -0.44109 1.46891 0.21294  -1.02
H -0.79433 0.61637 0.26186  0.16
H 2.31403 -2.01695 -2.54156  0.35
O -2.86074 -2.44924 -2.31188  -0.74
H 1.11970 3.20968 -0.22053  0.36
H 0.76297 2.78706 3.68052  0.30
O -0.78991 -0.26061 -1.94289  -0.49
H 3.88999 2.96823 0.78332  0.23
H -2.47780 -1.57928 -2.50012  0.33
O 0.92542 2.11111 4.35014  -0.63
H -0.13894 -2.03129 -1.26949  0.35
H 0.18673 -2.14916 -3.93079  0.29
O 3.22505 2.53696 1.25233  -0.71
H -1.38102 -2.86600 -1.30555  0.37
H 2.43829 2.30503 0.60839  0.55

x:
Molecular formula: H27O14
Method: DFT, ωB97M-V with the def2-TZVPD basis set

Properties
orbital gap	0.3222	Eh
total charge	-1
HOMO level	-0.2334	hartree

Each line ends with the Mulliken charge.
Atoms and positions in Å:
O -0.82115 -3.66753 0.98556  -0.65
H -1.27664 -4.26915 1.73908  0.27
O -0.33578 -0.76024 1.24846  -1.03
H -1.59991 -0.40182 0.48715  0.52
H 2.21202 -3.14013 -1.71925  0.32
O 3.42164 1.98631 -2.56212  -0.61
H 3.25760 -3.83111 -0.93856  0.30
H -1.22668 2.71905 3.71409  0.25
O -1.43426 1.87967 3.67570  -0.52
H 3.68573 -1.50483 0.17838  0.25
H -2.33297 1.71224 3.96021  0.28
O -0.62480 2.60867 -1.27001  -0.68
H -2.53513 -0.12511 -1.41249  0.39
H -0.78903 2.84130 -0.33931  0.34
O -0.50702 -3.98912 -1.65294  -0.62
H -0.03644 -4.12485 -0.75020  0.36
H -0.02311 -3.34606 -2.15196  0.27
O -2.56207 -0.35771 0.20024  -0.65
H 1.14572 3.38002 1.47381  0.37
H -3.24342 -0.35141 0.77416  0.16
O 2.76842 -3.89470 -1.82485  -0.63
H 2.59930 1.67373 -2.72172  0.29
H -0.72928 1.76755 -1.43587  0.35
O 1.24318 -1.75572 -0.30916  -0.90
H 1.04451 -2.27853 0.46808  0.21
H 3.70490 1.35409 -1.94199  0.31
O 1.81152 2.39822 0.13136  -0.64
H 0.97207 2.74056 -0.05334  0.24
H 1.83429 1.58274 0.49629  0.34
O -4.67489 2.62951 0.81695  -0.63
H -4.40970 1.71591 0.66942  0.32
H -4.30431 3.26822 0.29844  0.29
O -2.24417 0.49431 -2.17866  -0.73
H -2.92253 1.22322 -2.00751  0.29
H -0.91883 -2.67788 1.22322  0.42
O 0.53600 2.95782 2.12044  -0.63
H 0.27774 -1.16069 0.13007  0.57
H 1.14023 2.34873 2.79564  0.32
O 3.66247 -0.63210 0.06348  -0.63
H -0.14336 0.11195 1.48599  0.08
H 2.70451 -0.40674 0.02246  0.40

Which structure above is the least stable one? x is the least stable one.